# 1
A 28-piece molecular cluster, C14H70N2O30 overall, computed with wB97M-V/def2-TZVPD.

Summary:
Kohn-Sham gap in eV: 7.475
ΔE to the lowest compared entry with this formula, charge and spin in eV: 13.619
Max |F| in eV Å⁻¹: 8.79
Charge: 0

Geometry (Å):
C (-3.311, 3.767, -3.085)
C (-3.435, 2.918, -1.687)
O (-4.464, 3.252, -0.865)
N (-2.488, 1.834, -1.210)
C (-2.135, 0.860, -2.325)
C (-0.879, 1.329, -3.269)
C (0.609, 1.043, -2.641)
C (0.848, 1.622, -1.126)
C (0.657, 0.502, 0.071)
C (0.018, -0.993, -0.159)
C (-0.197, -2.070, 1.097)
C (0.276, -1.546, 2.584)
C (0.956, -0.076, 2.834)
C (1.163, 0.976, 1.591)
C (1.304, 0.016, 4.434)
O (1.772, 1.117, 5.030)
N (0.947, -1.354, 5.026)
C (0.201, -2.257, 4.061)
O (-0.430, -3.417, 4.326)
H (-3.220, 3.017, -3.990)
H (-2.296, 4.360, -3.041)
H (-4.220, 4.525, -3.203)
H (-3.077, 1.250, -0.544)
H (-3.092, 0.833, -3.038)
H (-2.046, -0.215, -1.873)
H (-0.906, 2.451, -3.601)
H (-0.948, 0.687, -4.272)
H (0.947, -0.092, -2.686)
H (1.383, 1.621, -3.342)
H (1.907, 2.154, -0.996)
H (0.054, 2.487, -0.918)
H (-0.314, -1.367, -1.219)
H (-0.675, -3.141, 0.954)
H (1.651, 2.025, 1.797)
H (1.888, -1.807, 5.164)
O (-7.491, 2.611, -1.546)
H (-6.585, 2.432, -1.252)
H (-7.549, 3.579, -1.551)
O (1.203, 4.537, -0.583)
H (1.832, 4.924, -1.210)
H (1.114, 5.213, 0.106)
O (0.816, -3.528, -0.937)
H (1.102, -4.447, -1.049)
H (1.643, -3.023, -0.939)
O (-3.745, 0.010, 1.573)
H (-4.651, -0.248, 1.799)
H (-3.725, 0.965, 1.738)
O (1.867, 4.284, 2.369)
H (0.986, 4.497, 2.711)
H (1.694, 3.924, 1.486)
O (2.454, -4.064, 1.892)
H (1.530, -3.826, 2.061)
H (2.518, -4.983, 2.193)
O (5.667, -3.715, 0.718)
H (4.761, -3.974, 0.945)
H (5.687, -2.761, 0.884)
O (6.757, -6.118, 2.728)
H (6.282, -5.379, 2.319)
H (7.509, -6.268, 2.137)
O (-10.908, 2.090, -1.796)
H (-10.002, 1.911, -1.502)
H (-10.966, 3.058, -1.801)
O (1.162, 2.827, -5.151)
H (1.805, 2.566, -5.827)
H (0.851, 3.696, -5.447)
O (1.698, -0.121, 8.159)
H (1.494, -0.429, 7.264)
H (1.975, 0.799, 8.033)
O (6.431, -3.271, 3.912)
H (6.717, -4.190, 3.800)
H (7.258, -2.766, 3.910)
O (-11.938, 4.657, 0.110)
H (-12.862, 4.895, 0.280)
H (-11.874, 3.738, 0.412)
O (4.973, 1.024, 3.630)
H (4.067, 0.765, 3.857)
H (4.992, 1.978, 3.796)
O (0.552, -6.438, 1.907)
H (-0.372, -6.201, 2.076)
H (0.616, -7.357, 2.208)
O (5.891, 1.303, 6.624)
H (5.010, 1.516, 6.966)
H (5.718, 0.942, 5.741)
O (-2.285, 4.813, 0.544)
H (-2.712, 5.667, 0.380)
H (-2.729, 4.207, -0.068)
O (-2.706, 1.732, -5.582)
H (-3.305, 1.007, -5.818)
H (-2.010, 1.689, -6.255)
O (2.338, -2.015, -2.749)
H (1.740, -2.739, -2.985)
H (3.034, -2.058, -3.422)
O (-1.713, 1.801, -8.633)
H (-1.948, 2.729, -8.784)
H (-1.873, 1.376, -9.489)
O (-11.016, 3.664, -4.383)
H (-11.940, 3.902, -4.213)
H (-10.951, 2.745, -4.082)
O (-9.098, 2.105, -3.770)
H (-8.671, 2.387, -4.593)
H (-8.443, 2.306, -3.086)
O (-6.415, 4.319, -4.569)
H (-7.339, 4.557, -4.399)
H (-6.350, 3.400, -4.268)
O (7.583, -8.834, 3.960)
H (8.226, -9.095, 3.284)
H (7.271, -7.966, 3.664)
O (8.541, -0.971, 4.599)
H (9.169, -0.584, 3.971)
H (8.452, -0.295, 5.288)
O (8.465, -2.955, 0.263)
H (7.559, -3.213, 0.490)
H (8.484, -2.000, 0.429)
O (9.395, -9.668, 1.887)
H (9.838, -10.515, 1.726)
H (8.995, -9.447, 1.033)

# 2
C14H8Cl2F8N2O4RhS2 as an isolated structure, computed with wB97M-V/def2-TZVPD.

Summary:
Kohn-Sham gap (spin up / spin down) in eV: 6.030 / 6.283
ΔE to the lowest compared entry with this formula, charge and spin in eV: 1.765
Max |F| in eV Å⁻¹: 1.72
Charge: +1

Geometry (Å):
Rh (0.058, -0.086, -0.021)
F (3.834, -1.762, 2.432)
C (4.393, -1.199, 1.375)
F (4.794, 0.025, 1.674)
F (5.409, -1.924, 0.951)
S (3.154, -1.074, -0.002)
O (1.994, -0.454, 0.710)
O (3.754, -0.334, -1.054)
N (2.889, -2.574, -0.391)
S (1.401, -3.020, -0.575)
O (1.196, -4.139, -1.408)
O (0.570, -1.840, -0.958)
C (1.025, -3.619, 1.170)
F (0.079, -4.537, 1.146)
F (0.675, -2.602, 1.959)
F (2.136, -4.151, 1.643)
F (3.450, 3.893, -0.998)
C (2.217, 3.476, -0.741)
C (1.970, 2.111, -0.797)
C (0.689, 1.692, -0.498)
C (-0.369, 2.613, -0.263)
C (-0.022, 3.964, -0.193)
F (-0.976, 4.867, 0.047)
C (1.259, 4.423, -0.410)
C (-1.746, 2.084, -0.321)
C (-2.925, 2.818, -0.314)
C (-4.126, 2.169, -0.546)
C (-4.122, 0.811, -0.824)
C (-2.921, 0.134, -0.793)
N (-1.764, 0.742, -0.506)
H (2.785, 1.460, -1.075)
H (1.491, 5.477, -0.363)
H (-2.886, 3.882, -0.154)
H (-5.051, 2.729, -0.543)
H (-5.026, 0.272, -1.063)
H (-2.860, -0.912, -1.051)
Cl (-3.784, -3.272, -1.060)
C (-3.395, -3.148, 0.642)
Cl (-1.860, -2.246, 0.951)
H (-3.218, -4.137, 1.049)
H (-4.173, -2.614, 1.175)

# 3
C14H9Br2N2OTl as an isolated structure, computed with wB97M-V/def2-TZVPD.

Summary:
Kohn-Sham gap in eV: 7.291
Max |F| in eV Å⁻¹: 0.49
Charge: 0

Geometry (Å):
Tl (0.301, 0.569, 2.608)
Br (-2.523, 3.904, -0.434)
C (-2.637, 2.012, -0.508)
C (-3.637, 1.420, -1.272)
C (-3.730, 0.055, -1.342)
Br (-5.118, -0.710, -2.406)
C (-2.831, -0.770, -0.639)
C (-2.869, -2.182, -0.653)
C (-1.950, -2.896, 0.063)
C (-0.992, -2.201, 0.814)
N (-0.931, -0.891, 0.860)
C (-1.816, -0.152, 0.146)
C (-1.685, 1.292, 0.230)
O (-0.763, 1.857, 0.914)
H (-4.338, 2.048, -1.803)
H (-3.636, -2.680, -1.229)
H (-1.959, -3.977, 0.066)
H (-0.253, -2.742, 1.398)
C (4.859, 0.562, -0.148)
C (4.322, -0.607, 0.368)
C (3.037, -0.568, 0.881)
N (2.299, 0.540, 0.900)
C (2.810, 1.655, 0.383)
C (4.088, 1.714, -0.149)
H (5.866, 0.574, -0.546)
H (4.886, -1.530, 0.379)
H (2.573, -1.460, 1.290)
H (2.160, 2.523, 0.387)
H (4.468, 2.641, -0.554)